{
  "formula": "C42H112As2F12N7O14",
  "method": "the ωB97M-V functional and the def2-TZVPD basis",
  "energy_ev": -238707.44042,
  "de_lowest_ev": 0.000,
  "multiplicity": 1,
  "charge": 5,
  "lumo_energy_ev": -9.97,
  "molar_mass_g_mol": 1317.21,
  "symbols": ["C", "O", "C", "C", "N", "H", "H", "C", "C", "O", "C", "H", "H", "H", "H", "H", "H", "H", "H", "H", "H", "H", "H", "H", "H", "C", "O", "C", "C", "N", "H", "H", "C", "C", "O", "C", "H", "H", "H", "H", "H", "H", "H", "H", "H", "H", "H", "H", "H", "H", "C", "O", "C", "C", "N", "H", "H", "C", "C", "O", "C", "H", "H", "H", "H", "H", "H", "H", "H", "H", "H", "H", "H", "H", "H", "C", "O", "C", "C", "N", "H", "H", "C", "C", "O", "C", "H", "H", "H", "H", "H", "H", "H", "H", "H", "H", "H", "H", "H", "H", "C", "O", "C", "C", "N", "H", "H", "C", "C", "O", "C", "H", "H", "H", "H", "H", "H", "H", "H", "H", "H", "H", "H", "H", "H", "C", "O", "C", "C", "N", "H", "H", "C", "C", "O", "C", "H", "H", "H", "H", "H", "H", "H", "H", "H", "H", "H", "H", "H", "H", "C", "O", "C", "C", "N", "H", "H", "C", "C", "O", "C", "H", "H", "H", "H", "H", "H", "H", "H", "H", "H", "H", "H", "H", "H", "As", "F", "F", "F", "F", "F", "F", "As", "F", "F", "F", "F", "F", "F"],
  "xyz": [[1.0872, -0.4690, -10.0132], [0.7278, -0.5409, -8.6200], [1.6880, -1.2403, -7.8336], [1.1137, -1.2899, -6.4589], [0.6486, 0.0163, -6.0602], [1.4263, 0.6770, -5.9035], [0.0808, 0.3978, -6.8335], [-0.1236, -0.1301, -4.7864], [-0.2311, 1.2473, -4.1948], [-1.0870, 1.9646, -5.0397], [-1.3210, 3.3481, -4.7851], [1.7891, 0.3505, -10.1513], [0.1041, -0.3787, -10.4359], [1.4217, -1.4305, -10.4360], [2.6595, -0.7423, -7.8549], [1.7733, -2.2963, -8.1510], [1.7995, -1.7022, -5.7052], [0.2529, -1.9525, -6.4285], [0.4985, -0.7609, -4.1200], [-1.0808, -0.5945, -5.0055], [0.7707, 1.6840, -4.2856], [-0.5552, 1.2501, -3.1617], [-1.6097, 3.7822, -5.7466], [-0.3077, 3.6889, -4.5787], [-1.9681, 3.4521, -3.9046], [-4.0219, -4.6898, 5.9151], [-4.1319, -3.3060, 5.6986], [-5.3875, -2.8595, 5.2926], [-5.4592, -1.4617, 5.7346], [-4.2929, -0.7927, 5.1575], [-3.4318, -1.1152, 5.6222], [-4.2049, -1.1186, 4.2030], [-4.5353, 0.6405, 5.1729], [-3.2694, 1.3963, 5.2768], [-2.5567, 1.0604, 4.1181], [-1.1848, 1.4595, 4.1029], [-4.1180, -5.1741, 4.9376], [-4.6574, -5.0106, 6.7355], [-2.9994, -4.8491, 6.2286], [-6.2202, -3.4102, 5.7466], [-5.5746, -2.9930, 4.2117], [-5.4445, -1.4155, 6.8158], [-6.3882, -0.9602, 5.4644], [-5.0391, 0.8059, 6.1249], [-5.2656, 0.9075, 4.4187], [-2.7054, 1.2092, 6.1993], [-3.4409, 2.4775, 5.3019], [-0.9533, 1.1645, 3.0723], [-0.6349, 0.9487, 4.9151], [-1.1778, 2.5454, 4.0671], [5.6393, -0.6477, -0.1947], [5.2676, -0.1463, -1.4017], [4.0644, 0.5368, -1.4676], [4.3564, 1.9877, -1.1798], [5.5810, 2.3009, -1.9151], [6.2786, 1.6011, -1.5644], [5.4212, 2.1457, -2.9077], [6.2379, 3.6420, -1.7998], [6.6008, 3.8289, -0.3499], [7.1840, 2.5292, -0.0393], [7.7702, 2.3845, 1.2666], [4.9379, -1.4245, 0.1331], [5.8287, 0.1344, 0.5350], [6.6027, -1.0972, -0.4080], [3.3285, 0.2556, -0.7175], [3.6435, 0.3590, -2.4581], [4.5562, 2.1045, -0.1198], [3.5022, 2.5932, -1.4597], [5.5337, 4.3762, -2.1654], [7.0667, 3.6117, -2.4912], [5.7107, 4.0160, 0.2657], [7.3051, 4.6059, -0.1435], [7.0648, 2.6243, 2.0658], [8.6811, 2.9822, 1.3197], [8.0198, 1.3438, 1.3151], [4.4657, -8.7186, -0.1075], [3.9134, -7.5236, -0.7445], [4.8279, -6.3645, -0.6964], [4.4524, -5.6298, 0.5575], [2.9811, -5.4886, 0.5390], [2.7597, -4.6233, 0.0046], [2.5611, -6.2427, -0.0451], [2.2990, -5.4544, 1.8622], [2.7597, -4.1898, 2.5558], [2.3758, -3.0173, 1.8794], [2.6818, -1.8811, 2.6166], [5.4324, -9.0592, -0.4911], [3.7205, -9.4476, -0.3906], [4.4641, -8.5663, 0.9649], [4.6600, -5.7826, -1.6074], [5.8023, -6.8273, -0.5686], [4.8144, -4.6062, 0.5948], [4.7133, -6.2631, 1.4119], [2.6009, -6.3289, 2.4565], [1.2131, -5.5435, 1.7651], [3.8469, -4.3186, 2.6376], [2.3544, -4.2355, 3.5782], [2.4666, -1.0319, 1.9844], [3.7386, -1.9235, 2.8675], [2.0384, -1.8603, 3.5022], [-1.5063, -4.3308, 3.7194], [-0.8345, -4.0439, 2.4800], [-1.0194, -2.7265, 2.0792], [-0.5043, -2.4610, 0.6806], [-1.5129, -2.7531, -0.3430], [-2.3649, -2.2178, -0.1612], [-1.1347, -2.4326, -1.2537], [-1.7879, -4.2132, -0.5490], [-3.0925, -4.2275, -1.2824], [-2.8944, -3.4519, -2.3863], [-3.9039, -3.5730, -3.3244], [-1.1728, -3.6331, 4.4949], [-1.4259, -5.3891, 3.9657], [-2.5558, -4.0935, 3.5331], [-0.5068, -2.0437, 2.7591], [-2.0955, -2.4873, 1.9904], [0.4398, -2.9596, 0.4523], [-0.1488, -1.4358, 0.6365], [-2.0113, -4.7207, 0.3874], [-0.9043, -4.5236, -1.1157], [-3.9231, -3.8542, -0.6559], [-3.4241, -5.2511, -1.5046], [-4.8550, -3.4052, -2.8419], [-3.8715, -4.6535, -3.5219], [-3.6975, -3.0418, -4.2468], [-3.1973, 7.3515, 1.8015], [-1.8104, 7.1711, 1.7254], [-1.4228, 5.9591, 1.0822], [0.0539, 6.1384, 0.9611], [0.6583, 6.1398, 2.3203], [0.1335, 6.8717, 2.8194], [0.4645, 5.2060, 2.7205], [2.0748, 6.4127, 2.2690], [2.6775, 5.0395, 2.0689], [2.1816, 4.1773, 2.9835], [2.8734, 2.8580, 2.9890], [-3.6207, 6.6295, 2.5003], [-3.6382, 7.3066, 0.8004], [-3.2664, 8.3284, 2.2715], [-1.8087, 5.8979, 0.0737], [-1.6929, 5.1022, 1.6964], [0.3426, 7.0820, 0.5128], [0.4706, 5.2897, 0.4201], [2.3251, 6.8716, 3.2290], [2.2708, 7.0838, 1.4358], [3.7761, 5.1614, 2.1390], [2.3029, 4.7027, 1.0845], [3.9067, 3.0899, 3.2169], [2.7767, 2.4008, 2.0127], [2.4019, 2.3172, 3.8064], [-6.6394, 4.8811, 1.7944], [-5.6183, 4.1142, 1.0388], [-5.1273, 2.9899, 1.7052], [-3.9818, 2.4123, 0.9784], [-4.4674, 1.9881, -0.3441], [-3.8923, 1.1708, -0.6638], [-5.4181, 1.6087, -0.2109], [-4.3771, 2.9347, -1.4937], [-4.6442, 2.1556, -2.7330], [-3.6883, 1.1488, -2.7416], [-3.7514, 0.3534, -3.8492], [-6.8962, 5.6818, 1.1298], [-6.1622, 5.2099, 2.7153], [-7.5028, 4.2811, 2.0949], [-5.8598, 2.1657, 1.8492], [-4.9294, 3.2927, 2.7332], [-3.5386, 1.5290, 1.4461], [-3.1510, 3.1007, 0.8628], [-3.3673, 3.3540, -1.4509], [-5.0978, 3.7335, -1.3429], [-4.6292, 2.7485, -3.6315], [-5.6424, 1.6777, -2.6643], [-4.7920, 0.0253, -3.9246], [-3.0149, -0.4436, -3.7303], [-3.4667, 0.9801, -4.6969], [1.9286, -3.3871, -2.8468], [3.0082, -3.3108, -1.4167], [2.8895, -4.5493, -3.7098], [0.6838, -3.3093, -4.0879], [0.9023, -2.2725, -1.8336], [2.7153, -1.9301, -3.5464], [1.0143, -4.7015, -1.9668], [-0.0613, 1.7343, 0.0238], [1.4688, 2.6209, -0.1443], [0.5022, 0.6945, 1.4202], [-1.6210, 0.8175, 0.2208], [-0.8650, 2.7702, -1.2782], [0.5015, 0.5535, -1.1649], [-0.5241, 3.0013, 1.2434]],
  "forces_ev_per_angstrom": [[-0.810, -0.668, 0.328], [0.954, -0.707, 0.559], [-0.529, -0.416, -0.617], [0.706, -1.631, 0.035], [-0.534, 0.673, 0.613], [-0.312, -0.360, -0.213], [0.078, 0.016, 0.147], [0.837, 0.400, 0.739], [-0.402, 0.510, -0.497], [-1.044, -0.744, -0.827], [1.616, -0.982, 0.027], [-0.131, -0.064, -0.434], [-0.112, 0.915, -0.848], [0.447, 0.284, 0.561], [0.172, -0.032, -0.114], [0.310, 0.484, -0.183], [-0.026, 0.395, -0.305], [-0.189, 0.024, -0.186], [-0.506, 0.157, -0.393], [0.058, -0.006, -0.037], [0.247, 0.252, 0.598], [-0.051, -0.059, 0.222], [-0.551, 0.052, 0.567], [-0.097, 1.008, 0.405], [-0.071, 0.392, -0.449], [0.841, -0.263, -0.358], [0.276, 0.896, 0.044], [-1.247, -1.512, -0.028], [-1.106, -0.318, 0.444], [0.022, -0.152, -0.394], [-0.284, 0.280, 0.077], [0.254, -0.086, -0.360], [-0.404, 1.034, 2.317], [0.662, 1.204, -0.870], [0.025, -0.551, 0.151], [-1.068, -0.391, -1.288], [-0.570, -0.537, 0.439], [-0.402, -0.311, -0.331], [0.257, -0.099, 0.184], [0.193, -0.130, 0.220], [0.355, 0.194, -0.046], [0.482, 0.132, 0.273], [0.167, 0.049, -0.489], [-0.276, 0.189, 0.030], [0.350, 0.063, -0.476], [-0.083, -0.513, -0.006], [-0.315, 0.068, 0.031], [0.974, -0.169, 0.645], [0.066, 0.564, -0.504], [0.535, 0.252, 0.700], [0.987, -1.130, 1.077], [-0.433, 0.088, -2.077], [-0.500, 0.203, 0.194], [-0.563, 0.167, 0.179], [0.973, 0.230, -0.527], [-0.438, 0.413, -0.525], [0.090, -0.326, -0.095], [-0.785, 0.249, 0.086], [0.432, -1.914, 0.435], [-0.573, 0.964, 0.373], [-0.070, 0.381, -0.683], [0.049, 0.192, 0.319], [-0.294, 0.112, 0.513], [0.180, -0.374, 0.388], [-0.153, -0.626, 0.024], [-0.058, 0.124, -0.022], [0.097, 0.178, 0.078], [0.136, 0.412, -0.131], [-0.160, 0.329, 0.016], [0.475, 0.054, 0.130], [0.032, -0.103, -0.012], [0.514, 0.641, -0.223], [0.018, 0.170, -0.057], [-0.096, 0.039, 0.240], [0.281, -0.504, 0.241], [-1.101, 0.538, -0.698], [1.358, 0.650, -0.200], [-1.006, -2.176, -0.003], [-0.170, -0.019, 0.118], [-1.884, 0.093, -0.994], [0.009, -0.272, 0.339], [0.663, -0.037, 0.338], [0.007, 0.251, 0.183], [-0.243, -0.958, 0.873], [-0.268, -1.548, -0.883], [0.008, 0.172, 0.223], [-0.049, 0.497, -0.034], [0.005, -0.488, 0.294], [0.256, -0.233, 0.306], [0.342, -0.160, 0.104], [0.468, 0.741, -0.489], [0.612, -0.184, 0.280], [0.101, 0.506, 0.047], [0.207, 0.267, -0.273], [0.160, 0.348, -0.393], [0.050, 0.661, 0.159], [0.053, 0.294, -0.100], [-0.001, 0.345, -0.063], [0.164, 0.414, 0.403], [0.285, 0.254, 0.239], [-0.429, 0.809, -0.962], [0.183, -0.861, 0.333], [-0.003, 0.162, -0.671], [1.535, 0.123, 0.782], [0.888, 0.463, -0.410], [0.047, -0.167, -0.092], [-0.217, 0.027, 0.325], [-0.894, 0.355, 0.355], [-0.281, -1.114, 0.189], [1.306, 1.866, -0.256], [-0.381, -2.244, -0.396], [0.241, -0.403, 0.189], [0.357, 0.248, 0.012], [-0.304, -0.178, 0.269], [-0.219, 0.204, 0.196], [-0.099, 0.121, 0.729], [-0.412, -0.606, 0.007], [-0.678, 0.392, -0.293], [0.918, 0.087, 0.247], [-0.454, -0.658, 0.213], [0.156, 0.281, 0.185], [0.350, -0.075, -0.280], [-0.626, 0.638, -0.290], [-0.603, 0.116, -0.838], [-0.081, 0.337, 0.248], [0.028, 0.523, 0.562], [0.728, -0.961, -0.441], [0.250, 1.821, 0.456], [0.382, -1.162, -0.291], [-2.383, 0.577, -0.405], [0.071, -0.331, 0.194], [0.361, 0.432, 0.369], [0.684, -0.291, 1.044], [1.273, 1.101, -1.671], [-0.241, -2.297, 1.763], [-0.764, 2.122, 0.385], [-0.343, -0.248, -0.166], [-0.220, 0.101, 0.258], [-0.641, 0.150, -0.289], [-0.527, -0.204, -0.275], [-0.105, -0.327, -0.108], [-0.306, 0.059, -0.281], [0.162, 0.151, -0.117], [0.424, -0.075, -0.233], [0.203, 0.032, 0.151], [-0.296, -0.322, -0.382], [0.976, 0.051, -0.215], [0.317, -0.305, 0.104], [-0.177, -0.277, -0.115], [0.120, -0.196, -0.274], [1.235, -1.184, -0.077], [-0.965, 0.031, -0.052], [-1.261, 0.391, 1.529], [1.121, 0.068, 0.215], [0.521, -1.758, -0.731], [-0.333, 0.657, 0.139], [0.184, 0.395, -0.377], [-0.271, 1.157, 0.440], [-0.718, -0.668, 0.347], [1.141, 0.686, 2.160], [-0.147, -0.325, -1.320], [-0.271, 0.402, -0.014], [0.028, 0.410, 0.016], [0.046, -0.118, -0.471], [-0.351, 0.332, -0.352], [0.743, -0.167, 0.275], [-0.358, 0.165, 0.278], [-0.004, 0.229, -0.270], [-0.103, -0.178, -0.165], [-0.025, 0.012, 0.068], [0.100, 0.502, -0.374], [0.026, 0.316, -0.166], [0.187, -0.645, -0.571], [-0.375, -0.160, -0.059], [-0.142, -0.396, -0.477], [-0.993, 0.213, 0.964], [-0.076, -0.356, -1.050], [-0.658, 1.211, 0.855], [0.883, -0.127, 0.741], [0.231, -0.281, -0.876], [-0.557, -1.444, 0.575], [1.030, 0.920, -0.862], [-0.578, 0.387, 0.284], [-1.025, -0.818, 0.133], [-0.118, 1.289, -1.804], [1.055, 0.965, -0.335], [1.082, -1.470, 1.811], [-0.557, 0.981, 1.100], [0.065, -1.378, -1.165]]
}

=====

{
  "formula": "C5H10N2",
  "method": "the ωB97M-V functional and the def2-TZVPD basis",
  "energy_ev": -8325.51593,
  "de_lowest_ev": 1.817,
  "smiles": "C=NC(=C)CCN",
  "multiplicity": 1,
  "charge": 0,
  "lumo_energy_ev": 1.00,
  "molar_mass_g_mol": 98.15,
  "symbols": ["C", "C", "C", "C", "C", "N", "N", "H", "H", "H", "H", "H", "H", "H", "H", "H", "H"],
  "xyz": [[-1.2533, -0.7367, -0.0683], [0.0386, -0.4405, 0.6768], [0.6298, 0.9071, 0.3055], [1.1755, 1.7603, 1.1713], [1.1696, 0.7022, -2.0637], [0.6924, 1.1998, -1.0357], [-2.0483, -1.8647, 0.4410], [-1.1525, -0.8893, -1.1413], [-1.8912, 0.1442, -0.0226], [-0.0288, -0.5487, 1.7522], [0.8081, -1.1531, 0.3632], [1.2845, 1.5725, 2.2245], [1.4586, 2.7288, 0.7783], [1.8093, -0.1885, -2.1601], [1.0657, 1.2472, -3.0085], [-2.2817, -1.7423, 1.4183], [-1.4762, -2.6983, 0.3690]],
  "forces_ev_per_angstrom": [[-1.280, 0.129, 0.436], [1.070, 0.045, -0.984], [0.661, -1.203, 0.639], [-0.344, 0.546, -0.389], [0.957, -0.363, -0.834], [-1.195, 1.503, -0.024], [0.504, 0.025, -0.290], [0.551, -0.114, 0.026], [-0.121, 0.184, 0.184], [-0.382, 0.174, 0.207], [-0.057, -0.355, 0.020], [-0.206, -0.136, 0.123], [0.353, -0.048, 0.168], [-0.171, -0.170, 0.450], [-0.230, -0.096, 0.113], [0.063, 0.048, 0.027], [-0.171, -0.168, 0.126]]
}